# 1
A molecular structure, C42H93Br9N6O29P2 in a non-equilibrium geometry, computed with the ωB97M-V functional and the def2-TZVPD basis.

The max |F| is 4.9 eV/Å. For the HOMO energy, the calculation gives -0.3046 Ha. As for the HOMO-LUMO gap: 7.8 eV. The calculated total energy comes out at -28015.311371 Ha.

The geometry in XYZ format:
```
181
Properties=species:S:1:pos:R:3:mulliken_charge:R:1
C -5.333 -0.010 5.869 -0.261
Br -5.496 -2.004 6.180 -0.030
Br -6.788 0.936 6.842 -0.017
Br -5.056 0.409 3.962 0.023
H -4.363 0.250 6.293 0.287
C -6.897 3.272 -4.689 -0.261
Br -6.612 3.773 -2.808 -0.018
Br -7.116 4.830 -5.821 -0.026
Br -8.356 2.066 -5.002 0.000
H -5.947 2.866 -5.037 0.297
C -1.296 4.362 -9.084 -0.310
Br -2.092 5.573 -7.754 -0.004
Br 0.682 4.454 -9.059 -0.004
Br -2.025 4.860 -10.853 -0.024
H -1.655 3.366 -8.827 0.342
O -1.893 0.778 -2.966 -0.887
P -0.675 0.614 -2.125 0.238
N -0.576 -0.923 -1.378 0.456
C -1.699 -1.461 -0.585 -1.030
C 0.194 -1.915 -2.107 -1.105
N -0.699 1.720 -0.863 0.419
C 0.133 1.455 0.337 -1.345
C -1.659 2.863 -0.787 -1.072
N 0.883 0.997 -2.930 0.236
C 2.091 1.458 -2.173 -1.015
C 0.778 1.780 -4.127 -0.970
H -2.481 -1.830 -1.248 0.357
H -2.041 -0.610 0.004 0.280
H -1.325 -2.289 0.017 0.337
H 1.234 -1.595 -2.041 0.302
H -0.046 -1.913 -3.170 0.331
H 0.143 -2.913 -1.672 0.374
H 0.988 2.131 0.349 0.329
H -0.408 1.695 1.252 0.427
H 0.672 0.508 0.349 0.470
H -1.309 3.547 -0.013 0.449
H -1.678 3.396 -1.737 0.247
H -2.647 2.432 -0.625 0.288
H 1.981 2.477 -1.803 0.272
H 2.202 0.880 -1.255 0.282
H 2.916 1.306 -2.868 0.450
H 0.106 2.630 -4.009 0.264
H 0.272 1.295 -4.962 0.291
H 1.702 2.062 -4.632 0.329
O -1.954 2.631 9.476 -0.889
P -1.342 4.000 9.149 0.392
N -2.263 5.434 9.347 0.318
C -3.722 5.407 9.521 -1.121
C -1.704 6.811 9.564 -0.913
N -1.012 4.148 7.480 0.342
C -0.069 3.238 6.836 -1.011
C -2.024 4.699 6.510 -0.978
N 0.171 4.113 9.938 0.322
C 1.179 5.109 9.608 -1.180
C 0.503 3.180 11.030 -0.976
H -4.155 5.889 8.645 0.375
H -4.152 5.748 10.463 0.318
H -4.044 4.389 9.301 0.321
H -0.655 6.893 9.276 0.224
H -1.787 7.154 10.595 0.321
H -2.152 7.597 8.955 0.362
H 0.317 3.669 5.912 0.300
H 0.741 2.995 7.523 0.283
H -0.571 2.293 6.627 0.316
H -2.250 5.716 6.830 0.235
H -1.725 4.682 5.462 0.363
H -2.957 4.140 6.579 0.318
H 2.136 4.592 9.542 0.353
H 0.873 5.619 8.694 0.368
H 1.226 5.819 10.433 0.324
H -0.225 2.407 11.274 0.307
H 0.716 3.772 11.921 0.310
H 1.444 2.716 10.736 0.300
C 8.013 -1.253 -9.287 -0.639
O 6.744 -1.683 -9.535 -0.306
C 5.702 -0.950 -9.338 0.821
O 5.722 0.158 -8.745 -0.613
O 4.621 -1.648 -9.690 -0.282
C 3.300 -1.134 -9.675 -0.661
H 8.069 -0.767 -8.313 0.311
H 8.284 -0.596 -10.114 0.293
H 8.724 -2.078 -9.318 0.219
H 2.792 -1.277 -8.721 0.275
H 2.807 -1.654 -10.496 0.252
H 3.194 -0.088 -9.963 0.329
C -2.069 -8.335 2.077 -0.612
O -2.983 -8.984 2.949 -0.299
C -3.405 -8.250 4.072 0.777
O -3.210 -7.061 4.247 -0.539
O -4.000 -9.167 4.845 -0.280
C -4.504 -8.672 6.081 -0.683
H -2.571 -7.449 1.689 0.269
H -1.941 -8.993 1.218 0.238
H -1.072 -8.215 2.502 0.277
H -3.805 -8.695 6.917 0.278
H -5.384 -9.243 6.379 0.256
H -4.846 -7.644 5.968 0.320
C 0.722 8.974 4.703 -0.735
O 1.730 8.107 5.081 -0.278
C 2.195 7.139 4.227 0.735
O 1.927 7.114 3.059 -0.530
O 3.092 6.291 4.829 -0.265
C 3.976 5.530 4.045 -0.672
H 1.253 9.727 4.120 0.331
H 0.425 9.553 5.577 0.263
H -0.141 8.679 4.105 0.314
H 4.463 6.039 3.213 0.300
H 3.462 4.635 3.695 0.290
H 4.737 5.145 4.724 0.243
C 0.683 -2.725 4.837 -0.563
O 2.102 -2.791 5.101 -0.314
C 2.977 -1.943 4.677 0.837
O 2.702 -0.905 3.997 -0.622
O 4.183 -2.284 5.253 -0.291
C 5.364 -1.692 4.832 -0.615
H 0.532 -2.480 3.786 0.285
H 0.299 -1.957 5.508 0.280
H 0.320 -3.718 5.103 0.204
H 5.215 -0.682 4.452 0.316
H 5.739 -2.273 3.989 0.247
H 6.157 -1.770 5.576 0.237
C -6.325 -6.372 -0.635 -0.663
O -6.398 -5.041 -0.453 -0.269
C -6.818 -4.177 -1.393 0.791
O -6.820 -4.475 -2.624 -0.610
O -7.163 -3.062 -0.793 -0.284
C -7.163 -1.835 -1.461 -0.604
H -7.198 -6.783 -1.142 0.325
H -6.429 -6.794 0.365 0.254
H -5.348 -6.651 -1.029 0.248
H -7.920 -1.203 -0.996 0.222
H -7.376 -1.880 -2.529 0.347
H -6.172 -1.443 -1.233 0.244
C -5.925 1.411 -11.521 -0.669
O -6.043 1.056 -10.135 -0.296
C -5.193 0.295 -9.543 0.752
O -4.207 -0.203 -10.047 -0.582
O -5.571 0.174 -8.223 -0.235
C -4.989 -0.778 -7.315 -0.653
H -4.978 1.789 -11.906 0.305
H -6.574 2.268 -11.698 0.259
H -6.300 0.588 -12.129 0.299
H -3.900 -0.815 -7.323 0.320
H -5.387 -1.772 -7.521 0.296
H -5.295 -0.456 -6.319 0.212
C 6.101 -3.068 -3.582 -0.642
O 5.150 -3.924 -2.908 -0.294
C 5.356 -4.170 -1.584 0.776
O 6.350 -3.851 -0.986 -0.567
O 4.238 -4.788 -1.077 -0.316
C 4.049 -4.981 0.376 -0.579
H 6.070 -3.401 -4.619 0.249
H 7.114 -2.973 -3.191 0.307
H 5.625 -2.095 -3.700 0.266
H 4.498 -4.161 0.936 0.272
H 4.611 -5.839 0.745 0.305
H 2.982 -5.061 0.587 0.221
C -1.203 -5.266 -10.163 -0.610
O -1.996 -5.563 -9.032 -0.287
C -1.562 -5.213 -7.784 0.723
O -0.399 -5.016 -7.471 -0.546
O -2.657 -5.351 -6.940 -0.279
C -2.444 -5.360 -5.539 -0.641
H -1.143 -4.190 -10.323 0.270
H -1.662 -5.740 -11.030 0.221
H -0.213 -5.695 -10.001 0.309
H -1.543 -5.908 -5.264 0.307
H -3.200 -5.894 -4.964 0.277
H -2.368 -4.325 -5.205 0.256
C 10.524 1.048 4.224 -0.643
O 9.651 0.545 3.252 -0.303
C 9.139 1.387 2.299 0.793
O 9.344 2.590 2.222 -0.578
O 8.440 0.732 1.422 -0.258
C 8.281 1.339 0.118 -0.651
H 11.562 0.885 3.932 0.258
H 10.329 0.483 5.135 0.227
H 10.308 2.090 4.459 0.331
H 7.829 0.554 -0.488 0.225
H 9.142 1.746 -0.412 0.297
H 7.532 2.121 0.248 0.303
```


# 2
10 unconnected molecules or ions with the total composition C42H93N7O9 in a non-equilibrium geometry, computed with the ωB97M-V functional and the def2-TZVPD basis.

The max |F| is 5.3 eV/Å. For the HOMO energy, the calculation gives -0.2874 Ha. As for the SMILES: CCN(CC)CC.CCN(CC)CC.CCN(CC)CC.CCN(CC)CC.O=C1CCCO1.O=C1CCCO1.O=C1CCCO1.CC(N)=O.CC(N)=O.CC(N)=O. As for the HOMO-LUMO gap: 7.8 eV. The calculated total energy comes out at -2716.320600 Ha.

The geometry in XYZ format:
```
151
Properties=species:S:1:pos:R:3:mulliken_charge:R:1
C -0.866 4.980 -2.769 -1.084
C -1.047 5.868 -1.557 -0.599
N -0.358 7.222 -1.671 0.098
C 1.111 7.108 -1.400 -0.458
C 1.898 8.420 -1.737 -1.296
C -1.049 8.446 -1.194 -0.854
C -1.169 8.603 0.324 -0.839
H 0.012 5.332 -3.311 0.330
H -1.674 5.096 -3.492 0.315
H -0.793 3.919 -2.529 0.251
H -2.109 6.022 -1.364 0.417
H -0.695 5.494 -0.596 0.384
H 1.596 6.234 -1.834 0.415
H 1.169 7.036 -0.314 0.361
H 1.835 8.658 -2.799 0.300
H 2.960 8.365 -1.497 0.387
H 1.554 9.207 -1.066 0.281
H -0.807 9.379 -1.703 0.351
H -2.078 8.276 -1.509 0.419
H -1.551 7.634 0.646 0.242
H -0.138 8.893 0.523 0.190
H -1.776 9.443 0.660 0.389
C -9.179 0.746 -7.170 -1.225
C -8.115 0.661 -5.987 -0.420
N -7.418 2.003 -5.698 -0.010
C -6.718 1.873 -4.394 -0.554
C -7.601 2.189 -3.129 -1.113
C -6.628 2.494 -6.928 -0.519
C -5.182 1.951 -7.155 -1.055
H -8.653 1.016 -8.085 0.308
H -9.949 1.440 -6.833 0.294
H -9.714 -0.162 -7.447 0.388
H -8.612 0.386 -5.057 0.378
H -7.495 -0.190 -6.269 0.287
H -6.290 0.871 -4.407 0.386
H -5.897 2.556 -4.175 0.362
H -7.698 3.273 -3.067 0.299
H -8.511 1.606 -3.271 0.297
H -7.168 1.781 -2.216 0.332
H -6.404 3.530 -6.676 0.317
H -7.236 2.356 -7.821 0.321
H -4.587 2.130 -6.259 0.255
H -4.734 2.438 -8.021 0.390
H -5.277 0.894 -7.404 0.282
C 5.169 -6.057 0.225 -1.179
C 4.638 -4.708 0.818 -0.939
N 5.582 -3.642 0.564 0.346
C 6.769 -3.396 1.472 -0.294
C 7.748 -4.570 1.573 -1.431
C 5.007 -2.488 -0.084 -0.460
C 4.436 -2.676 -1.475 -1.162
H 6.186 -6.366 0.466 0.292
H 5.179 -5.923 -0.857 0.261
H 4.460 -6.814 0.562 0.390
H 3.590 -4.497 0.603 0.519
H 4.569 -4.677 1.906 0.427
H 7.476 -2.654 1.101 0.337
H 6.472 -3.141 2.489 0.272
H 7.948 -5.040 0.611 0.402
H 8.769 -4.328 1.871 0.397
H 7.384 -5.422 2.147 0.310
H 5.836 -1.789 -0.195 0.330
H 4.285 -1.997 0.568 0.294
H 5.148 -2.891 -2.271 0.315
H 3.924 -1.777 -1.816 0.389
H 3.808 -3.562 -1.571 0.185
C -0.658 -3.830 -2.313 -1.261
C -0.763 -4.911 -3.387 -0.384
N 0.427 -5.831 -3.334 0.045
C 0.483 -6.721 -2.167 -0.462
C -0.864 -7.561 -2.068 -1.166
C 0.447 -6.548 -4.619 -0.574
C 1.615 -7.566 -4.673 -1.256
H -1.598 -3.642 -1.796 0.305
H -0.451 -2.821 -2.667 0.391
H 0.099 -3.924 -1.534 0.204
H -1.704 -5.460 -3.430 0.497
H -0.586 -4.279 -4.257 0.328
H 1.376 -7.346 -2.184 0.394
H 0.402 -6.190 -1.219 0.077
H -0.745 -8.532 -1.587 0.400
H -1.653 -6.985 -1.586 0.331
H -1.168 -7.900 -3.059 0.287
H 0.482 -5.887 -5.485 0.450
H -0.500 -6.977 -4.945 0.405
H 1.618 -8.366 -3.933 0.275
H 2.514 -6.980 -4.486 0.313
H 1.604 -8.032 -5.658 0.403
O -2.413 -3.974 3.319 -0.672
C -1.463 -4.711 3.556 0.559
C -0.003 -4.424 3.592 -0.129
C 0.446 -5.443 4.607 -0.504
C -0.601 -6.543 4.642 -0.330
O -1.742 -5.864 4.033 -0.375
H 0.463 -4.587 2.620 0.104
H -0.028 -3.375 3.887 0.254
H 1.439 -5.835 4.386 0.318
H 0.530 -4.963 5.582 0.267
H -0.520 -7.374 3.941 0.270
H -1.023 -6.753 5.625 0.231
O 4.068 3.069 6.851 -0.614
C 4.297 1.908 6.540 0.546
C 3.241 0.812 6.500 -0.386
C 4.071 -0.316 5.884 -0.380
C 5.389 -0.107 6.443 -0.470
O 5.462 1.352 6.634 -0.340
H 2.862 0.395 7.433 0.301
H 2.445 1.092 5.810 0.281
H 3.474 -1.214 6.044 0.349
H 4.340 -0.251 4.829 0.160
H 5.598 -0.725 7.316 0.251
H 6.198 -0.117 5.713 0.301
O 4.301 3.252 2.324 -0.565
C 5.212 3.622 1.638 0.454
C 6.310 2.749 1.039 -0.279
C 7.345 3.842 0.714 -0.666
C 6.542 5.114 0.406 -0.338
O 5.328 4.909 1.155 -0.364
H 6.624 2.096 1.854 0.251
H 5.864 2.307 0.149 0.253
H 7.986 3.953 1.589 0.286
H 8.057 3.537 -0.053 0.382
H 7.156 5.879 0.883 0.262
H 6.305 5.280 -0.645 0.317
C -2.222 0.843 0.509 -1.034
C -0.963 0.816 1.279 0.838
N 0.231 0.968 0.622 -0.348
O -0.866 0.644 2.477 -0.679
H -2.931 0.064 0.789 0.250
H -2.095 0.723 -0.567 0.326
H -2.790 1.773 0.492 0.278
H 0.351 1.182 -0.357 0.165
H 0.900 1.011 1.378 0.210
C -1.463 4.600 5.340 -0.996
C -1.453 6.112 5.329 0.675
N -0.322 6.599 5.820 -0.369
O -2.398 6.757 5.124 -0.571
H -0.856 4.082 6.082 0.314
H -1.109 4.198 4.391 0.248
H -2.460 4.178 5.468 0.294
H -0.255 7.605 5.876 0.223
H 0.490 6.055 6.074 0.184
C -7.011 -0.861 2.910 -0.860
C -7.800 -2.166 2.863 0.630
N -7.038 -3.258 3.084 -0.334
O -9.015 -2.315 2.748 -0.640
H -6.079 -0.864 3.476 0.318
H -7.694 -0.120 3.324 0.276
H -6.804 -0.543 1.888 0.212
H -6.034 -3.353 3.141 0.183
H -7.586 -4.094 2.939 0.219
```